# 1
ORCA calculation (the ωB97M-V functional and the def2-TZVPD basis) on a cluster of 2 separate species, C5H4O2 in total in a non-equilibrium geometry.

HOMO level (eV): -8.6
F_max (eV Å⁻¹): 1.546
HOMO-LUMO gap (eV): 9.3
ΔE to the lowest compared entry with this formula, charge and spin (kJ/mol): 157.3
LUMO energy (eV): 0.766

Cartesian coordinates (Å):
O: -0.59 3.15 -0.60
C: -0.18 2.10 -0.54
C: -1.45 -0.66 -0.08
C: -0.23 -1.17 -0.26
C: 1.06 -0.76 0.30
C: 1.55 0.42 0.66
O: 2.11 1.38 1.02
H: -1.65 0.19 0.57
H: -2.30 -1.09 -0.59
H: -0.14 -2.05 -0.90
H: 1.83 -1.52 0.43

# 2
ORCA calculation (the ωB97M-V functional and the def2-TZVPD basis) on a structure of composition C31H30MnO2PSi in a non-equilibrium geometry.

Spin multiplicity: 5
HOMO level (alpha / beta) (eV): -7.7 / -8.5
F_max (eV Å⁻¹): 2.375
HOMO-LUMO gap (alpha / beta) (eV): 7.1 / 8.5
LUMO energy (alpha / beta) (eV): -0.602 / -0.013

Cartesian coordinates (Å):
Mn: 1.02 -0.35 -1.14
O: 4.66 -1.82 -0.89
C: 3.79 -1.08 -0.49
O: 2.76 -0.69 -1.18
C: 3.90 -0.54 0.94
C: 5.20 -0.38 1.43
C: 5.41 0.09 2.71
C: 4.34 0.39 3.53
C: 3.05 0.21 3.06
C: 2.81 -0.25 1.77
P: 1.10 -0.51 1.19
C: 0.13 0.79 2.00
C: 0.59 2.10 1.86
C: -0.20 3.16 2.28
C: -1.45 2.91 2.83
C: -1.91 1.61 2.95
C: -1.13 0.55 2.53
C: 0.59 -2.10 1.93
C: 0.54 -2.33 3.30
C: 0.16 -3.57 3.78
C: -0.17 -4.59 2.90
C: -0.13 -4.37 1.53
C: 0.24 -3.12 1.05
H: 6.02 -0.64 0.78
H: 6.43 0.22 3.07
H: 4.50 0.77 4.53
H: 2.20 0.44 3.71
H: 1.56 2.29 1.41
H: 0.15 4.18 2.17
H: -2.07 3.74 3.15
H: -2.89 1.42 3.37
H: -1.49 -0.47 2.61
H: 0.80 -1.54 4.00
H: 0.12 -3.75 4.85
H: -0.46 -5.56 3.27
H: -0.39 -5.15 0.84
H: 0.25 -2.93 -0.02
C: -1.11 1.07 -4.27
Si: 0.57 1.76 -3.73
C: 1.93 0.77 -4.59
C: 0.62 3.59 -4.21
C: 0.89 1.59 -1.89
H: -1.36 1.42 -5.27
H: -1.91 1.37 -3.59
H: -1.08 -0.03 -4.28
H: 1.74 0.64 -5.66
H: 1.99 -0.22 -4.14
H: 2.91 1.24 -4.48
H: 0.34 3.73 -5.26
H: 1.61 4.02 -4.06
H: -0.09 4.16 -3.60
H: 0.18 2.20 -1.31
H: 1.90 1.96 -1.68
C: -0.85 -0.54 -1.28
C: -2.07 -0.64 -1.20
C: -3.49 -0.68 -1.18
C: -4.21 -0.62 0.02
C: -5.59 -0.60 0.00
C: -6.28 -0.63 -1.20
C: -5.58 -0.70 -2.39
C: -4.20 -0.73 -2.39
H: -3.66 -0.59 0.96
H: -6.13 -0.55 0.94
H: -7.36 -0.61 -1.20
H: -6.11 -0.73 -3.34
H: -3.64 -0.78 -3.31

# 3
ORCA calculation (the ωB97M-V functional and the def2-TZVPD basis) on an isolated molecule of C15H20N4O.

HOMO level (eV): -7.9
SMILES: CC(C)COc1ccc(Cc2cnc(N)nc2N)cc1
F_max (eV Å⁻¹): 0.600
HOMO-LUMO gap (eV): 8.7
ΔE to the lowest compared entry with this formula, charge and spin (kJ/mol): 9.4
LUMO energy (eV): 0.790

Cartesian coordinates (Å):
C: -4.99 -1.92 -0.53
H: -5.69 -1.73 -1.34
H: -4.28 -2.68 -0.86
H: -5.54 -2.30 0.32
C: -4.26 -0.63 -0.15
C: -5.24 0.42 0.36
H: -5.72 0.09 1.27
H: -4.71 1.35 0.57
H: -6.00 0.62 -0.39
C: -3.48 -0.09 -1.35
O: -2.69 1.04 -1.04
C: -1.52 0.89 -0.36
C: -0.87 2.07 -0.02
C: 0.33 2.04 0.66
C: 0.92 0.84 1.02
C: 0.27 -0.34 0.66
C: -0.93 -0.32 -0.02
H: -1.40 -1.27 -0.27
H: 0.71 -1.29 0.92
C: 2.25 0.81 1.72
C: 3.35 0.47 0.74
C: 3.86 1.42 -0.12
N: 4.80 1.19 -1.01
C: 5.26 -0.06 -1.06
N: 4.86 -1.07 -0.30
C: 3.91 -0.82 0.60
N: 3.58 -1.87 1.41
H: 3.93 -2.76 1.12
H: 2.69 -1.86 1.88
N: 6.19 -0.34 -2.02
H: 6.69 -1.20 -1.93
H: 6.63 0.44 -2.46
H: 3.49 2.44 -0.08
H: 2.46 1.80 2.14
H: 2.24 0.09 2.55
H: 0.81 2.97 0.92
H: -1.33 3.01 -0.29
H: -2.86 -0.88 -1.81
H: -4.18 0.27 -2.11
H: -3.54 -0.85 0.65

# 4
ORCA calculation (the ωB97M-V functional and the def2-TZVPD basis) on a structure of composition C7H11BrCl2S in a non-equilibrium geometry.

HOMO level (eV): -8.9
F_max (eV Å⁻¹): 3.674
HOMO-LUMO gap (eV): 9.1
LUMO energy (eV): 0.188

Cartesian coordinates (Å):
C: -2.02 -0.09 -0.62
C: -1.58 -0.60 0.77
C: -1.24 1.15 -0.89
C: -0.13 -0.99 0.81
C: 0.29 0.65 -1.08
C: 0.72 0.12 0.27
C: 2.61 -0.57 -0.02
S: 0.94 1.47 1.36
Cl: 3.24 -1.47 1.33
Cl: 2.46 -1.75 -1.28
Br: 3.71 1.06 -0.47
H: -1.87 -0.82 -1.47
H: -3.24 0.09 -0.61
H: -1.64 0.36 1.38
H: -2.18 -1.51 0.88
H: -1.50 1.75 -1.86
H: -1.24 1.83 -0.09
H: 0.06 -1.02 1.90
H: 0.07 -1.92 0.25
H: 0.17 -0.13 -1.79
H: 0.79 1.61 -1.25
H: 1.59 0.75 2.45

# 5
ORCA calculation (the ωB97M-V functional and the def2-TZVPD basis) on an isolated molecule of C6H9N in a non-equilibrium geometry.

HOMO level (eV): -9.6
SMILES: C=C(C)CCC#N
F_max (eV Å⁻¹): 1.029
HOMO-LUMO gap (eV): 10.4
ΔE to the lowest compared entry with this formula, charge and spin (kJ/mol): 99.2
LUMO energy (eV): 0.830

Cartesian coordinates (Å):
C: 1.34 1.56 0.12
C: 0.13 0.68 0.36
C: -0.26 0.35 1.60
C: -1.04 -1.32 -0.73
C: -0.60 0.15 -0.86
C: 0.06 -2.21 -0.38
N: 0.96 -2.90 -0.13
H: 1.54 1.68 -0.95
H: 2.24 1.13 0.57
H: 1.19 2.55 0.55
H: 0.27 0.73 2.47
H: -1.13 -0.28 1.81
H: -1.47 -1.68 -1.67
H: -1.82 -1.42 0.03
H: 0.07 0.21 -1.73
H: -1.48 0.77 -1.08

# 6
ORCA calculation (the ωB97M-V functional and the def2-TZVPD basis) on an isolated molecule of C4H3NS in a non-equilibrium geometry.

HOMO level (alpha / beta) (eV): -8.4 / -8.4
SMILES: N=C=C1CC1=S
F_max (eV Å⁻¹): 2.762
HOMO-LUMO gap (alpha / beta) (eV): 7.8 / 7.8
ΔE to the lowest compared entry with this formula, charge and spin (kJ/mol): 209.5
LUMO energy (alpha / beta) (eV): -0.649 / -0.649

Cartesian coordinates (Å):
C: -0.59 0.37 0.14
C: -1.89 -0.17 0.10
C: 0.13 1.44 0.04
C: -0.61 -1.13 0.23
N: 0.73 2.48 0.15
S: -3.47 0.37 -0.04
H: -0.44 -1.59 1.18
H: -0.34 -1.70 -0.64
H: 1.09 3.06 -0.59

# 7
ORCA calculation (the ωB97M-V functional and the def2-TZVPD basis) on a structure of composition C21H28AsF6MoN3OS2.

Spin multiplicity: 4
HOMO level (alpha / beta) (eV): -17.8 / -18.2
F_max (eV Å⁻¹): 0.213
HOMO-LUMO gap (alpha / beta) (eV): 7.7 / 5.5
Net charge: +3
ΔE to the lowest compared entry with this formula, charge and spin (kJ/mol): 0.0
LUMO energy (alpha / beta) (eV): -10.062 / -12.761

Cartesian coordinates (Å):
Mo: -0.30 -0.09 0.10
C: -1.67 -1.27 -5.33
C: -1.80 -2.78 -5.17
C: -3.24 -3.22 -5.58
C: -0.78 -3.48 -6.11
C: -1.55 -3.25 -3.78
C: -1.64 -4.68 -3.50
C: -1.42 -5.21 -2.27
C: -1.10 -4.32 -1.24
S: -0.77 -4.69 0.40
C: -0.52 -3.00 0.72
N: -0.68 -2.20 -0.33
C: -1.00 -2.90 -1.47
C: -1.22 -2.38 -2.73
C: -0.18 -2.42 1.98
C: 0.02 -3.16 3.15
C: 0.35 -2.49 4.32
C: 0.49 -1.11 4.30
C: 0.29 -0.36 3.13
C: -0.05 -1.01 1.95
H: -1.87 -1.00 -6.36
H: -0.67 -0.92 -5.09
H: -2.40 -0.73 -4.72
H: -3.41 -2.88 -6.60
H: -3.99 -2.76 -4.93
H: -3.37 -4.30 -5.56
H: -0.99 -3.15 -7.13
H: -0.87 -4.57 -6.11
H: 0.24 -3.21 -5.86
H: -1.90 -5.34 -4.32
H: -1.50 -6.27 -2.09
H: -1.13 -1.32 -2.92
H: -0.09 -4.24 3.16
H: 0.51 -3.04 5.23
H: 0.76 -0.59 5.21
H: 0.43 0.71 3.16
O: 1.51 -0.46 -0.58
S: 2.96 -0.58 0.06
C: 3.87 0.82 -0.68
C: 4.94 0.21 -1.59
C: 4.34 -1.05 -2.19
C: 3.75 -1.81 -1.01
H: 4.23 1.45 0.13
H: 3.10 1.36 -1.24
H: 5.83 -0.03 -1.02
H: 5.22 0.94 -2.35
H: 5.08 -1.66 -2.70
H: 3.55 -0.80 -2.91
H: 4.53 -2.26 -0.39
H: 3.00 -2.57 -1.24
N: -2.48 -0.01 0.42
N: -1.80 1.02 1.11
H: -3.17 0.34 -0.24
H: -2.91 -0.67 1.05
H: -1.89 0.98 2.13
H: -2.00 1.97 0.77
F: 0.26 1.80 -0.25
As: 1.22 3.28 0.97
F: 0.08 2.69 2.14
F: 2.16 1.87 1.35
F: 2.00 4.35 1.98
F: 2.17 3.48 -0.43
F: -0.01 4.25 0.33

# 8
ORCA calculation (the ωB97M-V functional and the def2-TZVPD basis) on a cluster of 5 separate species, C46H88BN7O10S in total in a non-equilibrium geometry.

Spin multiplicity: 5
HOMO level (alpha / beta) (eV): -7.7 / -7.7
F_max (eV Å⁻¹): 5.257
HOMO-LUMO gap (alpha / beta) (eV): 6.5 / 6.5
LUMO energy (alpha / beta) (eV): -1.233 / -1.232

Cartesian coordinates (Å):
C: 5.50 -1.44 2.52
C: 4.34 -2.06 1.94
C: 4.31 -3.43 1.47
B: 4.19 -4.22 2.89
N: 5.22 -4.06 3.92
O: 3.06 -4.97 3.15
C: 3.09 -3.83 0.65
C: 2.81 -3.01 -0.60
O: 1.54 -3.51 -1.06
N: 1.62 -3.90 -2.46
O: 1.67 -5.04 -2.58
N: 3.45 -5.17 0.20
C: 4.82 -5.26 0.08
O: 5.43 -6.24 -0.33
C: 5.46 -3.98 0.62
S: 5.92 -2.86 -0.77
C: 6.72 -4.31 1.38
C: 7.83 -4.90 0.53
O: 8.57 -5.80 1.37
C: 8.22 -7.10 1.20
O: 7.87 -7.86 2.15
H: 6.14 -0.80 1.97
H: 5.72 -1.60 3.55
H: 3.42 -1.50 1.88
H: 5.85 -4.84 3.97
H: 4.75 -4.05 4.82
H: 3.34 -5.82 3.48
H: 2.17 -3.77 1.19
H: 2.73 -1.95 -0.41
H: 3.53 -3.17 -1.36
H: 3.05 -5.92 0.74
H: 5.52 -1.73 -0.20
H: 6.53 -5.04 2.14
H: 7.09 -3.41 1.83
H: 7.43 -5.43 -0.31
H: 8.49 -4.16 0.15
H: 8.36 -7.46 0.18
C: -1.30 -0.77 -5.15
C: -0.26 0.00 -4.31
C: 0.19 -0.86 -3.13
C: -0.91 -1.02 -2.08
C: -1.43 0.34 -1.62
C: -1.85 1.27 -2.75
N: -0.80 1.31 -3.81
O: 0.16 2.11 -3.50
C: -3.21 0.84 -3.34
C: -2.08 2.67 -2.21
C: 0.90 0.28 -5.25
H: -0.79 -1.58 -5.67
H: -2.08 -1.24 -4.56
H: -1.76 -0.12 -5.89
H: 1.07 -0.41 -2.67
H: 0.49 -1.84 -3.50
H: -1.73 -1.63 -2.46
H: -0.51 -1.57 -1.22
H: -2.28 0.20 -0.95
H: -0.65 0.83 -1.02
H: -3.45 1.44 -4.21
H: -3.99 1.00 -2.60
H: -3.26 -0.21 -3.62
H: -1.22 3.06 -1.68
H: -2.92 2.65 -1.51
H: -2.33 3.37 -3.01
H: 0.59 0.92 -6.07
H: 1.26 -0.66 -5.66
H: 1.73 0.76 -4.74
C: -3.75 8.11 0.27
C: -3.76 7.55 -1.16
C: -4.58 8.46 -2.07
C: -6.08 8.40 -1.77
C: -6.59 6.96 -1.82
C: -5.78 5.98 -0.97
N: -4.32 6.16 -1.22
O: -3.95 5.57 -2.30
C: -6.13 6.12 0.52
C: -6.15 4.55 -1.35
C: -2.31 7.49 -1.61
H: -3.12 9.00 0.29
H: -4.72 8.42 0.64
H: -3.32 7.39 0.97
H: -4.41 8.18 -3.11
H: -4.21 9.48 -1.96
H: -6.29 8.84 -0.79
H: -6.62 9.00 -2.50
H: -7.63 6.92 -1.50
H: -6.57 6.62 -2.86
H: -5.47 5.49 1.12
H: -7.15 5.80 0.69
H: -6.06 7.14 0.89
H: -6.04 4.37 -2.42
H: -7.20 4.38 -1.09
H: -5.54 3.83 -0.81
H: -1.74 6.80 -0.98
H: -1.87 8.48 -1.52
H: -2.21 7.17 -2.64
C: 0.18 4.95 0.99
C: 0.44 3.67 1.81
C: 0.60 4.03 3.28
C: 1.90 4.77 3.57
C: 3.11 3.99 3.05
C: 2.99 3.56 1.59
N: 1.66 2.94 1.34
O: 1.64 1.71 1.71
C: 3.24 4.75 0.64
C: 4.06 2.54 1.27
C: -0.76 2.78 1.57
H: -0.83 5.30 1.21
H: 0.84 5.77 1.22
H: 0.24 4.75 -0.08
H: 0.57 3.11 3.88
H: -0.26 4.63 3.59
H: 1.88 5.77 3.12
H: 2.00 4.92 4.64
H: 4.02 4.59 3.16
H: 3.24 3.10 3.67
H: 3.05 4.45 -0.39
H: 4.28 5.06 0.71
H: 2.64 5.63 0.86
H: 4.03 1.69 1.96
H: 5.04 3.01 1.36
H: 3.95 2.16 0.25
H: -0.83 2.52 0.52
H: -1.68 3.32 1.84
H: -0.75 1.87 2.15
C: -1.51 -6.61 -0.72
C: -2.08 -5.38 0.00
C: -0.96 -4.60 0.66
C: -0.36 -5.33 1.86
C: -1.44 -5.70 2.88
C: -2.63 -6.44 2.27
N: -3.10 -5.75 1.03
O: -3.85 -4.74 1.32
C: -2.28 -7.91 1.99
C: -3.78 -6.46 3.27
C: -2.77 -4.54 -1.07
H: -0.96 -6.27 -1.60
H: -0.80 -7.18 -0.14
H: -2.31 -7.28 -1.05
H: -1.33 -3.62 0.99
H: -0.19 -4.40 -0.08
H: 0.18 -6.22 1.54
H: 0.38 -4.69 2.34
H: -1.02 -6.31 3.68
H: -1.80 -4.78 3.35
H: -3.10 -8.40 1.46
H: -2.13 -8.44 2.94
H: -1.37 -8.05 1.41
H: -4.05 -5.47 3.61
H: -3.47 -7.05 4.14
H: -4.67 -6.93 2.84
H: -3.60 -5.09 -1.51
H: -2.05 -4.31 -1.85
H: -3.15 -3.60 -0.67

# 9
ORCA calculation (the ωB97M-V functional and the def2-TZVPD basis) on a cluster of 2 separate species, C3H5F3S in total.

HOMO level (eV): -9.8
SMILES: C=C(F)C(F)F.S
F_max (eV Å⁻¹): 0.520
HOMO-LUMO gap (eV): 10.6
ΔE to the lowest compared entry with this formula, charge and spin (kJ/mol): 68.2
LUMO energy (eV): 0.790

Cartesian coordinates (Å):
C: -0.69 -0.83 1.59
C: -2.09 1.01 0.58
C: -1.17 -0.19 0.54
F: -3.32 0.66 1.04
F: -1.62 1.95 1.43
F: -0.86 -0.56 -0.72
S: 2.49 -0.46 -1.94
H: -0.04 -1.68 1.47
H: -0.94 -0.50 2.58
H: 1.59 -0.12 -2.85
H: -2.21 1.47 -0.42
H: 1.89 0.26 -1.00

# 10
ORCA calculation (the ωB97M-V functional and the def2-TZVPD basis) on a structure of composition AlH10O5 in a non-equilibrium geometry.

HOMO level (eV): -24.3
F_max (eV Å⁻¹): 1.491
HOMO-LUMO gap (eV): 4.9
Net charge: +3
ΔE to the lowest compared entry with this formula, charge and spin (kJ/mol): 633.6
LUMO energy (eV): -19.441

Cartesian coordinates (Å):
Al: 12.07 6.40 -21.13
O: 13.18 6.02 -18.58
H: 14.10 6.29 -18.35
H: 12.71 5.96 -17.72
O: 11.27 8.32 -19.10
H: 10.59 8.67 -18.49
H: 12.08 8.80 -18.86
O: 10.07 4.65 -21.97
H: 10.02 4.14 -22.80
H: 9.62 4.11 -21.31
O: 12.95 4.47 -22.98
H: 13.66 4.26 -23.62
H: 12.43 3.66 -22.91
O: 14.14 7.41 -22.90
H: 13.94 7.44 -23.86
H: 15.10 7.26 -22.84

# 11
ORCA calculation (the ωB97M-V functional and the def2-TZVPD basis) on a cluster of 2 separate species, C9H13NO2 in total in a non-equilibrium geometry.

HOMO level (eV): -8.5
SMILES: Cc1ccc(O)cc1.CC(N)=O
F_max (eV Å⁻¹): 2.429
HOMO-LUMO gap (eV): 9.2
ΔE to the lowest compared entry with this formula, charge and spin (kJ/mol): 58.1
LUMO energy (eV): 0.685

Cartesian coordinates (Å):
C: 2.34 -0.67 2.01
C: 0.94 -1.24 2.20
O: 0.22 -0.84 3.08
N: 0.65 -2.18 1.26
H: 2.24 0.02 1.16
H: 3.14 -1.37 1.76
H: -0.34 -2.41 1.16
H: 1.18 -2.37 0.45
H: 2.67 -0.12 2.89
C: -1.50 -1.26 -2.38
C: -1.22 1.12 0.57
C: -0.44 2.13 0.09
C: -1.72 0.13 -0.30
C: -1.16 -0.04 -1.56
C: 0.05 2.02 -1.21
C: -0.21 0.93 -2.01
O: 0.04 3.10 0.93
H: -1.39 1.06 1.64
H: -2.53 -0.52 0.00
H: 0.81 2.67 -1.63
H: 0.52 3.77 0.40
H: -2.42 -1.11 -2.95
H: -1.61 -2.12 -1.72
H: 0.32 0.81 -2.94
H: -0.58 -1.51 -2.91

# 12
ORCA calculation (the ωB97M-V functional and the def2-TZVPD basis) on a cluster of 2 separate species, C9H16NO in total in a non-equilibrium geometry.

HOMO level (eV): -11.1
F_max (eV Å⁻¹): 2.621
HOMO-LUMO gap (eV): 7.4
Net charge: +1
ΔE to the lowest compared entry with this formula, charge and spin (kJ/mol): 79.8
LUMO energy (eV): -3.640

Cartesian coordinates (Å):
C: 1.85 -1.88 -0.94
C: 2.87 -1.36 -1.94
N: 1.78 -3.40 -0.85
H: 1.97 -1.52 0.07
H: 0.84 -1.62 -1.26
H: 2.56 -0.35 -2.21
H: 3.01 -1.98 -2.82
H: 1.14 -3.69 -0.11
H: 1.57 -3.69 -1.80
H: 2.69 -3.83 -0.71
H: 3.86 -1.29 -1.48
C: -2.82 2.87 -0.75
C: -0.11 0.17 1.19
C: -1.12 -0.36 0.37
C: 0.09 1.53 1.31
C: -2.08 0.53 -0.07
C: -0.75 2.43 0.68
C: -1.81 1.91 -0.06
O: 0.58 -0.77 1.91
H: -1.19 -1.42 0.20
H: 1.35 -0.41 2.33
H: 0.97 1.76 1.90
H: -3.05 0.27 -0.48
H: -0.56 3.49 0.73
H: -3.82 2.47 -0.73
H: -2.39 3.17 -1.70
H: -2.74 3.75 -0.10